Molecular formula: C17H43FN4O2P
Method: DFT, ωB97M-V/def2-TZVPD

Each line ends with the natural charge from an NBO analysis.
Geometry (Å):
C -2.4255 2.0772 -1.6039  -0.6432
C -2.7696 0.7579 -2.2824  -0.0957
C -2.3842 -0.4971 -1.4370  -0.4207
P -3.9320 -1.5931 -1.2869  1.3875
O -3.4745 -2.5197 -0.0151  -0.9865
O -3.6819 -2.6691 -2.4847  -1.0023
N -1.1831 -1.2361 -1.8159  -0.5955
C -0.3981 -0.5809 -2.8423  -0.2386
C -1.2566 -0.3127 -4.0778  -0.2634
N -2.1632 0.7940 -3.6795  0.0544
F -3.1762 0.9279 -4.6147  -0.1719
H -2.6812 2.9300 -2.2382  0.2302
H -1.3720 2.1281 -1.3196  0.2297
H -3.0280 2.1679 -0.7012  0.2626
H -3.8460 0.7357 -2.4692  0.2635
H -2.2423 -0.0931 -0.4239  0.2223
H -2.8636 -2.0464 0.5717  0.5092
H -3.1450 -3.4339 -2.2265  0.5080
H -1.4679 -2.1327 -2.1959  0.3592
H 0.4544 -1.1970 -3.1217  0.2518
H -0.0225 0.3760 -2.4634  0.2049
H -0.6959 0.0331 -4.9447  0.2451
H -1.8715 -1.1730 -4.3411  0.2514
H -1.6425 1.6733 -3.7665  0.4315
C 4.1454 4.7657 -1.8730  -0.6184
C 4.4827 3.2838 -1.9078  -0.2168
N 3.4562 2.4498 -1.2985  -0.4482
C 3.8803 1.0827 -1.0455  -0.2072
C 4.1932 0.1887 -2.2510  -0.6334
C 2.1201 2.6152 -1.8251  -0.2131
C 1.9070 2.3757 -3.3291  -0.6427
H 3.9231 5.0865 -0.8547  0.2165
H 4.9945 5.3436 -2.2372  0.2244
H 3.2920 5.0135 -2.5063  0.1951
H 5.3989 3.1161 -1.3370  0.2056
H 4.7115 2.9923 -2.9450  0.1589
H 3.1101 0.6047 -0.4323  0.1867
H 4.7718 1.1392 -0.4160  0.2022
H 3.2907 -0.1294 -2.7757  0.1806
H 4.7076 -0.7129 -1.9154  0.2222
H 4.8443 0.6885 -2.9687  0.2123
H 1.7812 3.6279 -1.5930  0.2001
H 1.4672 1.9474 -1.2497  0.1774
H 2.6668 2.8642 -3.9383  0.2297
H 0.9408 2.7967 -3.6340  0.1819
H 1.9120 1.3143 -3.5830  0.1913
C -3.5107 -1.9836 3.9725  -0.6189
C -2.1289 -2.5960 3.8002  -0.2111
N -1.0531 -1.6428 4.0098  -0.4602
C 0.2466 -2.1356 3.5798  -0.2029
C 0.8439 -3.3417 4.3118  -0.6367
C -1.0779 -0.9412 5.2882  -0.2177
C -1.0677 -1.7857 6.5672  -0.6388
H -3.6212 -1.0964 3.3442  0.1951
H -4.2720 -2.7080 3.6803  0.2186
H -3.7161 -1.6983 5.0035  0.2139
H -2.0267 -2.9621 2.7717  0.1740
H -2.0585 -3.4878 4.4411  0.1704
H 0.9492 -1.2995 3.6336  0.1932
H 0.1558 -2.3888 2.5171  0.1759
H 1.2056 -3.0800 5.3045  0.2075
H 1.6932 -3.7296 3.7468  0.2140
H 0.1216 -4.1523 4.4153  0.2063
H -1.9652 -0.3047 5.3027  0.1915
H -0.2264 -0.2566 5.2933  0.1978
H -1.7719 -2.6170 6.5080  0.2041
H -1.3643 -1.1680 7.4160  0.2186
H -0.0839 -2.1950 6.7888  0.2069

Properties
max |F| = 0.52 eV/Å
energy = -1483.92286 Eh
E_HOMO = -10.0904 eV
frontier orbital gap = 7.3 eV
net charge = +1
lowest unoccupied orbital energy = -2.8 eV